Formula: C5H8BrNS2
Source: OMol25
Level of theory: ωB97M-V/def2-TZVPD

```
17
Properties=species:S:1:pos:R:3:forces:R:3
C -3.270 1.410 -0.160 4.2 0.1 0.9
C -1.529 -0.169 0.363 -1.1 3.3 -0.5
C 1.505 0.208 1.843 0.4 -4.2 1.4
C 1.086 -0.703 -2.162 1.2 1.8 2.8
C 0.859 -0.173 0.516 1.4 -0.3 0.9
N -0.424 0.367 0.456 -2.7 0.0 -0.4
S -2.817 2.896 -0.216 -0.4 -0.8 0.2
S 1.864 0.401 -0.835 0.2 0.1 -0.8
Br -2.164 -1.950 0.335 0.2 -0.6 0.0
H -3.969 0.738 -0.496 -1.9 -1.2 -0.5
H 2.551 -0.286 1.877 -1.6 1.1 0.0
H 1.514 1.224 2.045 0.2 2.0 0.1
H 0.883 -0.297 2.703 1.1 0.9 -1.6
H 1.056 -1.603 -1.573 0.0 -0.9 -0.8
H 1.880 -0.560 -2.880 -0.7 -0.6 -0.9
H 0.116 -0.251 -2.233 -0.4 -0.1 -1.1
H 0.859 -1.252 0.418 -0.1 -0.5 0.2
```
Positions in Å, forces in eV/Å.

Properties
Net charge ... 0
Spin multiplicity ... 1
Strongest force on any atom ... 4.50 eV Å⁻¹
Relative energy (zero: lowest compared OMol25 entry of this formula, charge and spin) ... 28.9 kcal/mol
Electronic energy ... -98512.848 eV
HOMO-LUMO gap (alpha / beta) ... 6.99 / 6.99 eV

Formula: C3H4Cl2
Source: OMol25
Level of theory: ωB97M-V/def2-TZVPD

```
9
Properties=species:S:1:pos:R:3:forces:R:3
C 1.627 0.373 -0.583 4.4 4.6 -1.3
C 0.980 -0.670 -0.377 -3.9 -3.0 0.2
C -2.414 0.024 0.579 -1.1 -0.5 0.6
Cl -0.855 -0.586 -0.469 0.6 -0.3 -0.2
Cl -1.953 1.458 1.399 0.2 0.9 0.4
H 1.253 1.383 -0.660 -0.5 -0.1 0.2
H 2.720 0.332 -0.832 -1.0 -0.2 0.6
H -2.670 -0.660 1.430 0.7 -0.1 -0.7
H 1.311 -1.653 -0.486 0.5 -1.4 0.3
```
Positions in Å, forces in eV/Å.

Properties
Net charge ... 0
Spin multiplicity ... 1
Strongest force on any atom ... 6.46 eV Å⁻¹
Relative energy (zero: lowest compared OMol25 entry of this formula, charge and spin) ... 109.6 kcal/mol
Electronic energy ... -28215.407 eV
HOMO-LUMO gap ... 8.20 eV

Formula: C43H32N5O3RbSSb
Source: OMol25
Level of theory: ωB97M-V/def2-TZVPD

```
86
Properties=species:S:1:pos:R:3:forces:R:3
Rb 0.480 1.044 1.198 -1.0 0.0 0.3
O -4.838 -4.221 3.667 -0.1 0.1 0.0
C -3.898 -3.911 4.425 0.0 -0.2 0.0
O -3.525 -4.405 5.504 0.0 0.0 0.0
C -3.043 -2.734 3.921 0.0 0.2 0.0
C -3.566 -1.806 3.037 0.0 -0.1 0.1
C -2.772 -0.753 2.605 0.0 0.2 0.0
N -1.479 -0.658 2.915 -0.1 0.2 0.1
C -0.966 -1.547 3.769 0.2 0.0 0.0
C -1.729 -2.563 4.332 0.0 0.0 0.0
C 0.488 -1.377 4.114 -0.1 0.0 0.0
C 1.202 -2.373 4.776 0.0 0.0 0.0
C 2.531 -2.151 5.093 0.0 0.0 0.0
C 3.124 -0.950 4.736 0.0 0.0 0.0
C 2.346 -0.024 4.059 0.0 -0.1 0.0
N 1.067 -0.229 3.756 0.0 0.0 0.1
C -3.354 0.352 1.775 0.1 -0.1 0.0
C -4.721 0.619 1.832 -0.1 0.0 0.0
C -5.239 1.661 1.086 0.0 0.0 0.0
C -4.381 2.415 0.302 0.0 0.0 0.0
C -3.036 2.082 0.306 0.0 0.0 0.0
N -2.527 1.078 1.018 -0.1 0.1 0.1
H -4.576 -1.961 2.683 0.0 0.0 0.1
H -1.353 -3.233 5.091 0.0 0.0 0.0
H 0.728 -3.308 5.034 0.0 0.0 0.0
H 3.100 -2.915 5.606 0.0 0.0 0.0
H 4.160 -0.738 4.960 0.0 0.0 0.0
H 2.765 0.923 3.733 0.0 0.0 0.0
H -5.361 0.028 2.471 0.0 0.0 0.0
H -6.298 1.885 1.123 0.0 0.0 0.0
H -4.734 3.245 -0.295 0.0 0.0 0.0
H -2.331 2.635 -0.306 0.0 0.0 0.0
O 2.594 0.981 -0.101 0.7 0.0 -0.3
C 3.787 1.359 0.136 0.0 -0.1 -0.1
C 4.909 0.555 -0.241 0.0 0.0 0.1
C 6.210 0.940 -0.015 0.0 0.0 0.0
C 6.507 2.159 0.606 0.0 0.0 0.0
C 5.448 2.966 0.981 0.0 0.0 0.0
C 4.116 2.605 0.768 0.0 0.1 0.0
C 3.074 3.583 1.130 0.0 -0.1 -0.1
N 1.933 3.410 1.772 0.2 0.1 0.0
C 1.345 4.652 1.852 0.0 -0.1 0.1
C 2.130 5.591 1.261 0.0 0.0 0.0
N 3.227 4.898 0.808 0.1 0.1 0.0
H 4.684 -0.390 -0.722 0.0 0.0 0.0
H 7.019 0.285 -0.324 0.0 0.0 0.0
H 7.528 2.457 0.799 0.0 0.0 0.0
H 5.653 3.907 1.486 0.0 0.0 0.0
H 0.394 4.793 2.340 0.0 0.0 0.0
H 2.012 6.650 1.116 0.0 0.0 0.0
H 3.993 5.263 0.270 0.0 0.0 0.0
S -0.309 2.638 -2.225 0.1 0.0 0.1
Sb -0.515 0.448 -2.656 -0.1 -0.2 -0.2
C -1.340 0.200 -4.595 0.0 0.0 0.0
C -1.661 1.323 -5.346 0.0 0.0 0.0
C -2.190 1.175 -6.623 0.0 0.0 0.0
C -2.396 -0.092 -7.147 0.0 0.0 0.0
C -2.075 -1.217 -6.397 0.0 0.0 0.0
C -1.550 -1.071 -5.122 0.0 0.0 0.0
C -1.811 -0.765 -1.515 0.0 -0.1 -0.1
C -3.179 -0.711 -1.773 0.1 -0.1 0.1
C -4.043 -1.543 -1.071 0.0 0.0 0.0
C -3.545 -2.440 -0.133 0.0 0.0 -0.1
C -2.182 -2.498 0.118 0.0 0.1 -0.1
C -1.316 -1.655 -0.566 0.0 0.0 0.1
C 1.241 -0.708 -2.768 0.1 0.1 -0.1
C 2.439 -0.045 -3.010 0.0 0.0 0.1
C 3.602 -0.777 -3.200 0.0 0.0 -0.1
C 3.566 -2.163 -3.146 0.0 0.0 0.0
C 2.370 -2.823 -2.899 0.0 0.0 0.0
C 1.201 -2.097 -2.709 0.0 0.0 -0.1
H -1.492 2.309 -4.926 0.0 0.0 0.0
H -2.441 2.052 -7.207 0.0 0.0 0.0
H -2.805 -0.207 -8.143 0.0 0.0 0.0
H -2.236 -2.207 -6.804 0.0 0.0 0.0
H -1.308 -1.954 -4.541 0.0 0.0 0.0
H -3.576 -0.017 -2.505 0.0 0.0 0.0
H -5.108 -1.488 -1.255 0.0 0.0 0.0
H -4.217 -3.085 0.418 0.0 0.0 0.0
H -1.798 -3.181 0.865 0.0 0.0 0.0
H -0.255 -1.691 -0.344 0.0 0.0 0.0
H 2.471 1.038 -3.010 0.0 0.0 0.0
H 4.538 -0.261 -3.370 0.0 0.0 0.0
H 4.476 -2.733 -3.283 0.0 0.0 0.0
H 2.344 -3.904 -2.848 0.0 0.0 0.0
H 0.273 -2.621 -2.507 0.0 0.0 0.0
```
Positions in Å, forces in eV/Å.

Properties
Net charge ... -1
Spin multiplicity ... 1
Strongest force on any atom ... 1.03 eV Å⁻¹
Relative energy (zero: lowest compared OMol25 entry of this formula, charge and spin) ... 14.0 kcal/mol
Electronic energy ... -76735.422 eV
HOMO-LUMO gap ... 6.55 eV

Formula: C4H9NO2PS
Source: OMol25
Level of theory: ωB97M-V/def2-TZVPD

```
18
Properties=species:S:1:pos:R:3:forces:R:3
C 0.327 -0.049 0.693 0.1 -0.5 0.6
C -0.898 1.892 -0.445 -1.1 -1.8 -0.1
C -1.315 -0.554 -0.996 0.9 -0.5 -1.8
C -0.217 0.471 -0.615 -2.4 0.4 1.8
N -0.329 0.133 1.781 0.2 0.9 -0.9
O 2.986 -0.725 0.516 2.5 1.3 -0.4
O 1.477 -1.877 2.151 0.2 -0.2 -0.2
P 1.684 -1.400 0.506 -2.1 -1.2 0.8
S 0.917 0.729 -1.927 1.2 0.8 -1.9
H -1.079 2.344 -1.409 -0.4 0.0 -0.3
H -0.205 2.479 0.033 1.9 1.6 1.1
H -1.789 1.927 0.227 0.5 -0.5 -0.8
H -1.473 -0.403 -2.117 -0.8 0.1 1.5
H -2.144 -0.501 -0.278 0.0 0.2 -0.6
H -0.916 -1.585 -0.995 0.0 0.4 0.4
H 0.176 -0.338 2.530 0.0 -0.3 0.0
H 0.772 -2.525 2.129 -0.2 -0.3 0.1
H 2.028 -0.018 -1.787 -0.4 -0.2 0.7
```
Positions in Å, forces in eV/Å.

Properties
SMILES ... [H]/N=C(\P([O-])O)C(C)(C)S
Net charge ... -1
Spin multiplicity ... 1
Strongest force on any atom ... 3.00 eV Å⁻¹
Relative energy (zero: lowest compared OMol25 entry of this formula, charge and spin) ... 0.0 kcal/mol
Electronic energy ... -30004.473 eV
HOMO-LUMO gap ... 6.44 eV

Formula: C35H70O15
Source: OMol25
Level of theory: ωB97M-V/def2-TZVPD

```
120
Properties=species:S:1:pos:R:3:forces:R:3
O -5.471 -1.821 2.275 2.0 3.5 -0.8
C -4.968 -0.674 2.290 -2.3 -1.4 0.6
O -4.309 -0.019 1.281 -1.1 -1.0 2.1
C -4.209 -0.665 0.027 1.3 2.4 -0.4
C -3.062 0.136 -0.616 -2.4 2.6 1.4
C -5.060 0.217 3.568 1.8 1.3 -2.2
H -5.159 -0.713 -0.418 -1.5 1.2 -1.3
H -4.122 -1.680 0.090 1.6 -2.9 0.8
H -2.817 -0.093 -1.542 1.5 -3.0 -4.3
H -2.138 0.082 0.015 -1.0 0.9 -0.5
H -3.481 1.171 -1.187 1.2 -1.6 3.0
H -5.091 1.378 3.328 0.6 -2.5 0.3
H -4.057 -0.131 3.983 -1.5 1.0 0.5
H -5.955 0.023 4.128 0.0 -0.7 0.4
O 0.948 1.748 5.560 0.1 -0.8 0.0
C 0.307 2.745 5.666 1.4 2.2 -2.8
O 0.469 3.807 4.751 -2.0 -0.5 2.6
C 1.215 3.647 3.612 0.2 -2.2 -2.2
C 0.812 4.701 2.531 -0.3 -4.7 1.8
C -0.691 3.092 6.664 3.2 -0.2 4.6
H 1.077 2.650 3.147 -0.6 0.2 0.3
H 2.249 3.497 3.892 0.8 1.1 -0.1
H -0.232 4.547 2.303 -0.1 0.3 -0.3
H 1.503 4.455 1.803 0.9 -0.1 -2.3
H 1.075 5.532 2.989 0.6 4.7 1.5
H -1.616 2.795 6.337 -2.6 0.1 -0.8
H -0.517 4.149 7.106 -0.8 -1.8 -1.1
H -0.428 2.310 7.515 -0.7 1.7 -1.4
O -3.927 4.044 1.245 1.0 -0.8 -1.3
C -3.889 3.723 0.067 0.6 2.8 1.7
O -2.797 3.993 -0.764 -4.4 -1.9 -1.5
C -1.544 4.212 -0.300 2.2 -0.2 2.7
C -0.539 4.259 -1.470 -1.2 -0.9 -1.5
C -5.118 3.196 -0.585 -0.6 1.8 -1.8
H -1.431 3.462 0.628 0.7 1.5 -2.1
H -1.539 5.209 0.080 0.2 0.8 1.1
H -0.667 5.189 -2.115 -0.7 -1.3 0.6
H -0.702 3.300 -2.086 0.6 1.6 0.6
H 0.507 4.408 -1.268 0.4 -0.7 0.9
H -6.088 3.742 -0.288 1.8 -1.1 0.3
H -5.041 2.158 -0.324 -0.9 -0.7 -0.3
H -5.046 3.425 -1.680 0.0 -0.9 0.7
O -0.563 -7.192 -1.553 0.0 0.7 -0.5
C -0.229 -6.856 -0.462 1.7 -0.7 2.5
O 0.944 -6.198 -0.104 -0.1 0.2 -1.2
C 1.829 -5.743 -1.176 -1.1 -1.4 -0.8
C 2.914 -4.880 -0.648 2.5 0.1 1.5
C -0.811 -7.309 0.909 -8.0 3.9 -11.7
H 1.155 -5.375 -1.976 0.6 0.8 0.5
H 2.258 -6.591 -1.699 0.1 -0.6 0.3
H 3.759 -4.658 -1.305 -0.5 -0.4 -0.8
H 3.551 -5.191 0.267 -1.7 -0.4 -1.1
H 2.587 -3.926 -0.382 -0.9 1.5 0.5
H -0.138 -7.465 1.418 11.8 -1.8 10.1
H -1.223 -8.175 0.684 -2.2 -4.3 -1.0
H -1.594 -6.706 1.096 -2.2 2.4 1.7
O 6.342 1.082 -0.875 -1.4 -1.8 -0.5
C 5.423 0.392 -0.415 2.8 3.8 -3.0
O 4.529 -0.281 -1.181 0.1 0.2 2.5
C 4.881 -0.579 -2.450 2.7 0.5 -6.4
C 3.958 -1.648 -3.071 -1.0 -0.5 -1.0
C 5.205 0.438 0.988 -0.6 -2.6 1.9
H 5.994 -0.808 -2.642 -1.4 -0.4 1.4
H 4.961 0.316 -3.255 -1.1 -1.1 2.1
H 4.135 -1.864 -4.202 0.7 0.2 2.1
H 2.931 -1.163 -3.272 1.0 -1.1 1.3
H 3.991 -2.651 -2.446 -0.5 2.1 -1.4
H 4.611 -0.469 1.052 -0.5 -0.1 1.5
H 4.669 1.276 1.357 -0.7 0.8 0.0
H 6.131 0.336 1.578 -0.3 0.0 -0.6
C -1.203 0.251 3.255 -8.9 -4.3 0.0
C -1.015 -1.132 3.729 0.4 -7.3 -3.1
O -1.170 -2.227 2.906 0.6 6.5 4.6
C -0.392 -1.298 5.156 0.4 -6.1 -6.1
H -1.526 0.317 2.263 -0.1 0.1 -1.6
H -0.448 0.703 3.499 8.6 5.2 1.9
H -1.993 0.783 3.869 0.5 -0.7 -0.4
H 0.481 -0.830 5.203 3.8 2.0 0.2
H -0.392 -2.310 5.651 0.7 0.1 -1.8
H -0.984 -0.982 5.791 -5.9 4.6 6.0
C -2.396 -3.356 -3.074 -1.9 -3.5 -0.9
C -2.975 -3.973 -1.765 -6.6 0.7 -0.7
O -4.310 -4.208 -1.677 7.7 1.1 -0.5
C -2.062 -4.022 -0.600 -2.4 4.5 0.1
H -3.281 -3.321 -3.859 2.3 -0.3 1.4
H -1.399 -3.846 -3.344 -1.7 -0.8 -0.3
H -1.876 -2.476 -3.033 0.3 3.3 1.0
H -1.123 -4.261 -0.845 3.8 -0.7 -1.2
H -2.332 -4.592 0.185 -1.5 -2.2 2.4
H -2.046 -2.935 -0.106 0.0 -2.0 -1.2
C 1.476 -1.543 0.785 0.1 0.8 -3.7
C 1.435 -0.054 0.428 0.2 5.0 3.3
O 1.609 0.946 1.351 -0.8 -5.8 -5.3
C 1.175 0.236 -1.083 -0.2 2.1 0.2
H 0.443 -2.104 0.505 2.9 1.1 0.5
H 1.778 -1.639 1.755 0.0 -0.4 2.9
H 2.497 -1.803 0.226 -2.5 -0.2 0.4
H 1.086 -0.756 -1.632 0.6 1.7 0.2
H 1.781 1.214 -1.541 -0.8 -3.1 1.0
H 0.181 0.762 -1.172 0.4 -0.9 0.4
C -0.840 1.343 -4.399 1.9 0.6 2.2
C -0.824 -0.125 -4.673 2.6 -3.9 -0.2
O 0.085 -0.926 -4.182 -4.2 3.7 -1.9
C -1.881 -0.635 -5.696 0.8 4.5 8.2
H -0.957 2.174 -5.243 0.3 -2.2 1.9
H 0.125 1.415 -3.681 -1.9 0.7 -2.0
H -1.654 1.370 -3.630 0.1 0.6 -0.8
H -2.888 -0.531 -5.505 -2.3 2.1 0.8
H -1.986 -1.541 -5.823 0.7 -9.8 -0.7
H -1.602 -0.313 -6.525 2.0 3.6 -7.6
C 4.727 3.475 -3.295 -4.7 0.2 -4.5
C 3.559 3.643 -2.412 -5.7 0.3 -3.3
O 2.365 3.575 -2.928 4.5 0.2 2.4
C 3.705 3.867 -0.930 1.6 -0.2 -2.6
H 5.161 4.359 -3.462 1.4 4.3 -0.2
H 4.714 3.160 -4.404 -1.0 -0.4 2.1
H 5.391 3.067 -2.760 5.5 -4.1 3.7
H 3.358 4.764 -0.581 -1.3 2.6 0.3
H 4.707 3.838 -0.596 1.1 -0.7 0.4
H 3.070 3.155 -0.579 -1.5 -2.3 1.8
```
Positions in Å, forces in eV/Å.

Properties
SMILES ... CCOC(C)=O.CCOC(C)=O.CCOC(C)=O.CCOC(C)=O.CCOC(C)=O.CC(C)=O.CC(C)=O.CC(C)=O.CC(C)=O.CC(C)=O
Net charge ... 0
Spin multiplicity ... 1
Strongest force on any atom ... 15.67 eV Å⁻¹
Relative energy (zero: lowest compared OMol25 entry of this formula, charge and spin) ... 427.6 kcal/mol
Electronic energy ... -68124.616 eV
HOMO-LUMO gap ... 10.03 eV

Formula: C6H12N2
Source: OMol25
Level of theory: ωB97M-V/def2-TZVPD

```
20
Properties=species:S:1:pos:R:3:forces:R:3
C -0.197 0.456 0.612 -2.3 -1.7 -0.8
C -1.501 -0.777 -0.225 -0.2 1.4 1.4
C 0.497 0.718 -1.714 -0.1 0.1 0.1
C -1.362 -2.083 0.506 -0.1 0.0 -0.1
N 0.513 -0.018 -0.439 4.2 0.4 0.1
N -0.452 1.778 0.822 -0.1 -0.2 -0.1
C 2.331 0.474 0.162 -1.1 -0.7 -0.3
C 3.325 0.382 0.860 -0.7 0.2 -0.6
H -0.088 -0.120 1.525 0.1 0.0 -0.1
H -0.658 2.063 1.767 0.1 0.3 -0.4
H -0.281 2.431 0.072 -0.1 0.1 0.5
H -1.514 -0.898 -1.302 0.4 0.2 0.0
H -2.361 -0.172 0.061 -0.3 -0.2 0.0
H -0.471 0.592 -2.206 0.0 0.0 0.1
H 1.269 0.288 -2.345 0.0 0.0 0.1
H 0.701 1.783 -1.604 0.0 0.0 -0.1
H -0.382 -2.522 0.314 0.0 0.0 0.0
H -2.120 -2.790 0.156 0.0 0.0 0.0
H -1.491 -1.971 1.583 0.0 0.0 0.0
H 4.243 0.386 1.395 0.1 0.0 0.1
```
Positions in Å, forces in eV/Å.

Properties
Net charge ... 0
Spin multiplicity ... 1
Strongest force on any atom ... 4.26 eV Å⁻¹
Relative energy (zero: lowest compared OMol25 entry of this formula, charge and spin) ... 158.4 kcal/mol
Electronic energy ... -9389.982 eV
HOMO-LUMO gap ... 8.61 eV